{"formula": "C62H166N21O17P7S5", "method": "the ωB97M-V functional and the def2-TZVPD basis", "homo_lumo_gap_ev": 8.57, "relative_energy_kj_mol": 0.0, "elements": ["S", "S", "S", "S", "S", "P", "P", "P", "P", "P", "P", "P", "O", "O", "O", "O", "O", "O", "O", "O", "O", "O", "O", "O", "O", "O", "O", "O", "O", "N", "N", "N", "N", "N", "N", "N", "N", "N", "N", "N", "N", "N", "N", "N", "N", "N", "N", "N", "N", "N", "C", "C", "C", "C", "C", "C", "C", "C", "C", "C", "C", "C", "C", "C", "C", "C", "C", "C", "C", "C", "C", "C", "C", "C", "C", "C", "C", "C", "C", "C", "C", "C", "C", "C", "C", "C", "C", "C", "C", "C", "C", "C", "C", "C", "C", "C", "C", "C", "C", "C", "C", "C", "C", "C", "C", "C", "C", "C", "C", "C", "C", "C", "H", "H", "H", "H", "H", "H", "H", "H", "H", "H", "H", "H", "H", "H", "H", "H", "H", "H", "H", "H", "H", "H", "H", "H", "H", "H", "H", "H", "H", "H", "H", "H", "H", "H", "H", "H", "H", "H", "H", "H", "H", "H", "H", "H", "H", "H", "H", "H", "H", "H", "H", "H", "H", "H", "H", "H", "H", "H", "H", "H", "H", "H", "H", "H", "H", "H", "H", "H", "H", "H", "H", "H", "H", "H", "H", "H", "H", "H", "H", "H", "H", "H", "H", "H", "H", "H", "H", "H", "H", "H", "H", "H", "H", "H", "H", "H", "H", "H", "H", "H", "H", "H", "H", "H", "H", "H", "H", "H", "H", "H", "H", "H", "H", "H", "H", "H", "H", "H", "H", "H", "H", "H", "H", "H", "H", "H", "H", "H", "H", "H", "H", "H", "H", "H", "H", "H", "H", "H", "H", "H", "H", "H", "H", "H", "H", "H", "H", "H", "H", "H", "H", "H", "H", "H", "H", "H", "H", "H", "H", "H", "H", "H", "H", "H", "H", "H"], "xyz": [[20.378, 10.972, 15.595], [16.310, 11.239, 20.523], [13.491, 12.271, 15.072], [18.521, 14.644, 10.144], [17.383, 15.544, 23.368], [22.034, 11.503, 22.697], [12.584, 15.721, 21.182], [17.974, 15.254, 16.126], [18.225, 21.619, 20.345], [24.299, 16.526, 16.544], [20.582, 20.177, 11.434], [12.956, 21.583, 15.020], [16.918, 22.260, 19.989], [12.747, 15.452, 22.657], [17.455, 10.873, 19.776], [22.961, 16.340, 17.059], [17.326, 15.342, 10.487], [16.268, 12.609, 21.054], [18.380, 14.919, 24.268], [12.318, 21.096, 13.758], [20.002, 19.374, 10.365], [13.340, 13.532, 15.733], [19.215, 10.752, 14.764], [13.149, 11.082, 15.862], [17.754, 15.821, 22.024], [18.977, 14.569, 8.783], [18.770, 14.270, 15.320], [21.174, 9.860, 15.977], [23.418, 11.925, 23.069], [19.011, 21.279, 18.919], [14.640, 21.381, 15.210], [20.111, 19.681, 12.992], [18.324, 20.187, 21.162], [13.818, 16.616, 20.443], [25.544, 15.784, 17.385], [19.223, 22.607, 21.358], [20.940, 11.173, 23.927], [24.464, 15.797, 15.030], [12.550, 14.272, 20.278], [21.353, 12.766, 21.836], [17.425, 14.873, 17.659], [22.240, 20.189, 11.376], [16.580, 15.633, 15.276], [24.751, 18.149, 16.667], [18.742, 16.784, 16.176], [12.363, 20.694, 16.349], [11.186, 16.692, 20.966], [12.806, 23.263, 15.199], [20.145, 21.805, 11.468], [22.109, 10.066, 21.899], [18.901, 22.210, 12.086], [14.752, 12.031, 12.749], [18.493, 21.750, 17.635], [12.412, 14.504, 18.818], [15.327, 16.129, 15.822], [26.103, 18.595, 16.392], [20.315, 20.621, 18.893], [19.962, 12.825, 21.388], [20.512, 20.336, 14.219], [12.744, 20.928, 17.689], [19.259, 23.983, 20.941], [20.429, 12.327, 24.678], [25.729, 15.753, 14.293], [13.964, 18.008, 20.862], [16.823, 15.908, 13.833], [14.032, 9.885, 20.411], [20.938, 9.625, 21.180], [12.505, 12.244, 13.626], [19.057, 18.669, 13.114], [15.293, 16.543, 24.702], [20.181, 16.750, 16.514], [13.629, 24.021, 16.117], [11.558, 23.822, 14.743], [20.528, 22.207, 21.828], [15.359, 22.126, 14.212], [13.342, 11.506, 12.624], [15.044, 12.087, 14.236], [19.353, 13.101, 12.109], [22.836, 19.208, 10.504], [21.507, 12.197, 14.966], [15.122, 9.077, 21.218], [20.948, 9.893, 24.588], [10.032, 16.481, 21.793], [14.757, 10.907, 19.643], [25.872, 14.338, 17.258], [19.886, 15.240, 11.154], [20.737, 22.692, 10.418], [10.893, 17.361, 19.690], [16.727, 16.904, 24.292], [25.794, 16.409, 18.696], [16.558, 13.699, 17.719], [22.145, 13.929, 21.402], [15.241, 14.985, 24.728], [16.076, 10.054, 21.843], [23.396, 9.580, 21.482], [18.495, 12.993, 10.848], [17.798, 19.026, 20.452], [15.945, 14.523, 23.451], [22.319, 12.514, 16.259], [18.004, 18.058, 16.434], [18.243, 15.175, 18.841], [23.146, 21.064, 12.100], [15.051, 15.919, 20.034], [20.041, 11.874, 17.051], [11.878, 13.191, 20.879], [23.239, 15.457, 14.324], [18.074, 20.170, 22.575], [11.149, 19.892, 16.115], [15.056, 19.994, 15.456], [20.521, 13.973, 11.716], [23.745, 19.161, 16.841], [21.335, 12.684, 17.420], [23.395, 8.467, 21.593], [16.714, 18.842, 20.512], [16.156, 13.509, 16.734], [13.258, 10.437, 12.858], [20.471, 15.886, 10.493], [19.757, 20.979, 14.691], [22.997, 11.683, 16.320], [21.400, 20.936, 13.982], [15.743, 21.465, 13.406], [17.376, 17.105, 25.133], [18.278, 18.930, 15.844], [17.601, 15.282, 19.717], [16.066, 20.018, 15.810], [10.599, 18.410, 19.921], [23.733, 9.909, 20.479], [9.121, 16.154, 21.283], [20.928, 13.038, 14.595], [17.986, 19.128, 19.392], [14.386, 19.571, 16.179], [17.977, 22.288, 11.473], [14.265, 23.309, 16.647], [22.527, 21.822, 12.608], [14.480, 15.408, 15.858], [13.356, 10.342, 21.131], [21.199, 14.188, 12.538], [16.074, 15.388, 13.213], [18.458, 20.883, 16.982], [15.517, 11.400, 12.270], [21.140, 12.625, 25.436], [13.407, 9.213, 19.798], [14.188, 14.759, 24.716], [20.291, 13.074, 23.930], [16.301, 13.496, 23.311], [19.050, 17.987, 12.278], [11.160, 18.987, 16.730], [22.756, 18.690, 16.946], [18.198, 18.224, 17.475], [15.024, 16.989, 15.209], [11.518, 11.855, 13.843], [20.798, 19.556, 14.937], [18.711, 19.453, 23.117], [21.500, 9.903, 25.519], [12.355, 13.492, 18.355], [20.507, 21.136, 22.000], [10.196, 20.386, 16.303], [19.039, 23.175, 12.641], [23.116, 18.360, 11.122], [19.355, 13.628, 21.807], [10.785, 13.243, 20.847], [14.525, 8.544, 21.971], [15.894, 16.242, 20.654], [24.908, 16.675, 19.260], [15.672, 12.928, 14.537], [18.318, 21.161, 22.971], [23.608, 19.881, 16.010], [10.994, 24.250, 15.589], [15.051, 10.610, 18.625], [14.613, 16.858, 23.913], [11.477, 14.985, 18.541], [18.261, 18.108, 20.881], [26.836, 17.795, 16.403], [26.418, 15.773, 19.356], [22.155, 18.780, 9.784], [14.705, 22.859, 13.760], [9.853, 17.432, 22.317], [19.844, 9.693, 24.808], [13.508, 21.691, 17.652], [18.029, 19.087, 13.176], [20.662, 17.488, 15.875], [26.370, 17.316, 18.504], [11.866, 21.183, 18.317], [13.084, 18.356, 21.409], [20.463, 16.930, 17.578], [15.656, 14.543, 25.649], [11.117, 19.530, 15.087], [19.370, 15.691, 12.005], [21.321, 9.191, 23.872], [26.453, 19.280, 17.174], [20.120, 9.810, 21.880], [25.992, 14.224, 16.196], [19.033, 14.432, 19.033], [20.077, 22.720, 9.549], [25.939, 16.507, 13.551], [19.179, 18.013, 13.990], [17.796, 15.494, 13.562], [21.185, 13.466, 11.001], [23.041, 16.060, 13.412], [21.683, 22.243, 10.124], [15.051, 16.956, 25.684], [13.285, 14.991, 18.433], [15.358, 16.214, 19.004], [23.146, 13.753, 21.772], [25.074, 13.753, 17.710], [19.531, 11.914, 25.132], [12.183, 13.130, 21.911], [19.600, 12.095, 12.478], [15.460, 11.117, 14.527], [22.944, 13.381, 16.111], [20.598, 20.396, 19.911], [19.176, 12.518, 16.918], [18.649, 21.480, 12.854], [16.858, 17.820, 23.711], [15.515, 8.272, 20.552], [17.450, 12.755, 11.027], [12.949, 24.539, 16.806], [16.791, 16.971, 13.668], [21.165, 13.746, 17.580], [26.573, 15.764, 14.979], [12.987, 11.672, 11.610], [16.205, 22.670, 14.633], [12.256, 13.282, 13.350], [18.944, 12.263, 10.171], [14.291, 24.743, 15.617], [21.742, 12.273, 18.360], [15.017, 19.467, 14.503], [20.808, 23.681, 10.885], [23.712, 20.442, 12.813], [22.043, 11.646, 14.209], [21.309, 22.392, 21.084], [14.249, 11.870, 19.603], [11.799, 17.419, 19.118], [20.556, 15.766, 16.241], [19.951, 12.927, 20.294], [12.154, 12.291, 20.298], [20.750, 22.757, 22.746], [23.909, 19.749, 17.755], [18.807, 13.591, 12.954], [23.747, 19.420, 9.943], [26.255, 19.203, 15.494], [21.687, 14.911, 21.637], [22.144, 13.857, 20.297], [23.196, 14.393, 14.035], [19.703, 11.117, 17.806], [22.364, 15.541, 14.970], [23.856, 21.583, 11.442], [24.196, 9.895, 22.160], [19.137, 22.523, 17.185], [10.324, 15.751, 22.545], [16.951, 17.801, 16.245], [14.872, 18.110, 21.486], [14.200, 18.673, 20.029], [20.101, 24.199, 20.237], [17.042, 9.666, 22.134], [17.023, 19.948, 22.808], [10.997, 23.048, 14.198], [15.566, 10.621, 22.619], [20.191, 19.656, 18.392], [19.359, 24.672, 21.801], [17.121, 12.820, 18.039], [14.954, 12.992, 12.241], [17.492, 22.127, 17.783], [15.438, 14.855, 22.547], [14.906, 14.839, 20.132], [21.033, 8.562, 21.001], [25.757, 14.748, 13.838], [11.753, 24.559, 13.988], [26.851, 14.234, 17.714], [15.730, 13.906, 18.402], [20.741, 10.133, 20.223], [15.432, 16.504, 16.852], [18.322, 24.223, 20.431], [19.446, 11.886, 21.636], [18.721, 16.136, 18.641], [20.993, 21.307, 18.409], [13.226, 19.993, 18.086], [10.036, 16.890, 19.154]], "mulliken_charge": [1.30, 0.92, 1.07, 1.19, 1.04, 0.49, 0.42, -0.74, 0.42, 0.15, 0.22, 0.38, -1.02, -0.85, -0.61, -0.81, -0.60, -0.04, -0.78, -0.93, -1.00, -0.57, -0.63, -0.76, -0.35, -0.74, -0.48, -0.76, -0.94, 0.58, 0.85, 0.52, 0.77, 0.98, 0.15, 0.15, 0.49, 0.76, 0.65, 0.69, 1.68, 0.54, 1.08, 0.96, 1.18, 0.38, 0.61, 0.34, 0.46, 0.29, -0.49, -0.64, -0.40, -0.86, -0.93, -1.27, -0.73, -0.12, 0.10, -0.42, -1.02, -0.94, -1.35, -0.81, -0.64, -0.67, -0.58, -0.87, -0.15, -0.48, 0.49, -0.62, -1.14, -1.06, -1.30, -0.78, 0.80, 0.29, -0.96, -0.09, -0.78, -1.02, -1.18, 0.69, -1.04, 0.32, -0.97, -1.26, -0.31, -1.04, 1.26, -0.89, -1.00, -0.73, -1.10, -0.79, 0.33, 0.36, -0.26, 1.48, 1.20, -1.09, -0.09, 0.60, -1.14, -0.56, -1.15, -1.04, -1.10, 0.25, -0.68, 0.04, 0.33, -0.04, -0.76, 0.30, 0.70, 0.15, 0.48, 0.11, 0.26, 0.51, -0.39, -0.20, 0.10, 0.40, 0.23, 0.27, -0.67, -1.01, 0.31, 0.30, 0.03, 0.44, -0.22, 0.33, -0.78, 0.45, -0.30, 0.36, 0.20, 0.34, 0.42, 0.27, 0.30, 0.15, 0.16, -0.20, -0.60, 0.45, 0.51, -0.30, 0.29, 0.25, 0.64, 0.37, 0.31, 0.36, 0.10, 0.22, 0.25, 0.46, -0.69, 0.26, -0.94, 0.56, 0.24, 0.29, 0.46, 0.10, 0.29, 0.20, 0.36, 0.43, 0.33, 0.53, 0.38, 0.29, 0.06, 0.08, -0.05, 0.34, 0.40, 0.79, 0.06, 0.42, 0.36, -0.81, 0.38, 0.39, 0.19, 0.34, -0.56, 0.28, 0.22, -0.19, -0.51, 0.54, 0.37, 0.34, 0.42, -0.13, 0.36, 0.40, 0.16, 0.33, 0.34, 0.51, 0.51, -0.50, 0.36, -1.11, -0.39, -0.35, 0.23, 0.10, 0.31, 0.02, -0.11, 0.43, 0.40, 0.20, 0.30, 0.43, 0.23, 0.09, 0.33, 0.30, 0.23, 0.92, 0.28, -1.03, 0.28, -1.15, -0.58, 0.36, 0.35, 0.32, -0.41, 0.33, 0.23, 0.13, 0.15, 0.39, 0.49, -0.53, 0.29, 0.39, 0.26, 0.31, -0.62, -0.15, -0.12, 0.26, 0.37, 0.25, 0.33, 0.31, -0.09, 0.35, -0.27, 0.22, 0.31, -0.63, -0.16, 0.46, 0.38, 0.38, 0.51, -0.65, -0.04, 0.10, 0.35, 0.12, -0.74, 0.39, -0.03, 0.31]}